[1]
59
Properties=species:S:1:pos:R:3 method="wB97M-V/def2-TZVPD" relative_energy_kcal_mol=5.38 charge=-2 multiplicity=6 total_energy_ev=-119134.6607 homo_lumo_gap_ev="5.5 / 5.7"
Fe 2.648 1.358 -0.076
O -0.550 4.255 -0.776
C -0.863 3.853 -1.964
C -1.861 4.595 -2.702
C -2.113 4.462 -4.005
C -1.564 3.403 -4.763
C -0.867 2.449 -4.022
C -0.496 2.685 -2.696
C 0.488 1.774 -1.960
O 1.007 2.305 -0.887
N 0.775 0.600 -2.440
N 1.758 -0.047 -1.574
C 1.797 -1.265 -1.676
C 2.557 -2.081 -0.772
C 2.645 -3.442 -1.136
C 3.123 -4.398 -0.311
C 3.536 -3.980 0.982
C 3.517 -2.648 1.325
C 3.006 -1.622 0.505
O 2.978 -0.424 0.924
H 0.185 3.712 -0.432
H -2.365 5.376 -2.176
H -2.797 5.111 -4.422
H -1.910 3.219 -5.775
H -0.648 1.490 -4.540
H 1.289 -1.769 -2.441
H 2.251 -3.679 -2.104
H 3.311 -5.380 -0.689
H 4.034 -4.618 1.713
H 3.920 -2.252 2.264
S 2.963 5.853 -0.137
Sb 4.055 4.044 0.827
S 4.411 2.219 -0.961
S 2.281 2.554 1.885
C 0.767 -0.882 4.427
C 0.574 -1.518 3.017
O -0.774 -1.691 2.641
P -0.999 -1.874 1.052
O -2.614 -1.834 1.249
C -3.307 -2.970 1.691
C -4.462 -3.011 0.703
O -0.813 -0.432 0.417
C -1.296 0.835 0.918
C -2.738 1.116 0.390
H 1.473 -1.460 5.042
H -0.195 -1.072 4.922
H 0.961 0.174 4.370
H 1.166 -2.474 2.921
H 1.053 -0.898 2.225
H -3.648 -2.713 2.676
H -2.587 -3.797 1.767
H -4.965 -2.082 0.855
H -5.046 -3.995 0.771
H -4.160 -2.998 -0.302
H -0.603 1.552 0.496
H -1.207 0.775 2.003
H -2.601 1.161 -0.661
H -3.070 2.087 0.743
H -3.410 0.287 0.679

***

[2]
54
Properties=species:S:1:pos:R:3 method="wB97M-V/def2-TZVPD" relative_energy_kcal_mol=0.00 charge=+1 total_energy_ev=-110582.1178 homo_lumo_gap_ev=7.7
Pt 0.140 -0.142 0.008
S -5.563 -4.809 1.758
N -4.222 -4.432 2.565
C -3.565 -3.544 1.825
C -2.298 -2.925 2.170
C -1.630 -3.190 3.371
C -0.445 -2.548 3.621
C 0.065 -1.662 2.668
N -0.558 -1.408 1.520
C -1.737 -2.028 1.273
C -2.426 -1.685 0.019
N -1.827 -0.771 -0.771
C -2.473 -0.375 -1.859
C -3.710 -0.890 -2.246
C -4.303 -1.852 -1.465
C -3.654 -2.254 -0.294
C -4.222 -3.223 0.627
N -5.372 -3.869 0.464
H -2.065 -3.886 4.075
H 0.108 -2.710 4.533
H 0.992 -1.142 2.832
H -2.000 0.397 -2.449
H -4.180 -0.526 -3.148
H -5.259 -2.288 -1.719
O 2.338 1.634 -1.548
S 0.966 1.129 -1.638
C -0.120 2.526 -2.021
C -0.362 2.497 -3.537
C 0.745 1.648 -4.168
C 0.865 0.410 -3.282
H 0.476 3.375 -1.685
H -1.022 2.467 -1.416
H -0.394 3.505 -3.945
H -1.331 2.039 -3.745
H 1.693 2.185 -4.162
H 0.519 1.374 -5.197
H 1.789 -0.155 -3.391
H 0.015 -0.263 -3.366
C 3.835 1.410 3.040
Ge 3.189 1.637 1.205
C 4.712 1.160 0.100
C 2.681 3.517 1.106
C 1.650 0.414 1.278
H 4.703 2.041 3.215
H 4.138 0.377 3.222
H 3.077 1.681 3.774
H 5.606 1.518 0.611
H 4.661 1.600 -0.891
H 4.791 0.078 -0.007
H 3.447 4.111 1.604
H 1.738 3.680 1.630
H 2.585 3.871 0.084
H 1.090 0.810 2.139
H 2.126 -0.516 1.614

***

[3]
50
Properties=species:S:1:pos:R:3 method="wB97M-V/def2-TZVPD" relative_energy_kcal_mol=35.25 charge=0 total_energy_ev=-29711.3476 homo_lumo_gap_ev=9.0
C 4.930 2.394 -3.774
H 4.560 3.299 -3.282
O 3.876 1.600 -4.260
C 2.987 1.084 -3.366
C 1.975 0.286 -3.897
C 1.026 -0.285 -3.078
C 1.049 -0.089 -1.701
C 2.053 0.719 -1.184
C 3.013 1.299 -1.994
H 3.773 1.915 -1.540
H 2.105 0.914 -0.123
C -0.007 -0.694 -0.783
N -0.891 -1.592 -1.518
C -0.577 -2.816 -2.006
O 0.485 -3.373 -1.840
C -1.725 -3.442 -2.783
H -1.975 -2.831 -3.648
H -2.605 -3.529 -2.149
H -1.427 -4.431 -3.119
H -1.775 -1.195 -1.797
C -0.881 0.435 -0.206
C -1.862 -0.095 0.851
N -1.226 -0.834 1.923
C -0.425 -1.917 1.386
C 0.641 -1.462 0.385
H 1.363 -0.820 0.888
H 1.170 -2.327 -0.012
H -1.110 -2.614 0.894
H 0.049 -2.445 2.217
C -0.535 0.009 2.885
C -1.527 0.822 3.670
C -1.359 2.184 3.884
N -2.204 2.931 4.573
C -3.274 2.351 5.087
C -3.550 1.000 4.935
C -2.660 0.225 4.214
H -2.829 -0.830 4.056
H -4.439 0.568 5.369
H -3.937 3.002 5.641
H -0.499 2.708 3.483
H -0.003 -0.654 3.576
H 0.208 0.684 2.431
H -2.582 -0.773 0.381
H -2.419 0.739 1.285
H -1.434 0.922 -1.013
H -0.233 1.188 0.242
H 0.262 -0.899 -3.528
H 1.956 0.124 -4.963
H 5.514 2.675 -4.649
H 5.567 1.836 -3.080

***

[4]
52
Properties=species:S:1:pos:R:3 method="wB97M-V/def2-TZVPD" relative_energy_kcal_mol=35.25 charge=0 total_energy_ev=-42594.6747 homo_lumo_gap_ev=9.8
C 0.321 -3.329 -0.386
C 0.918 -2.287 0.503
C 0.476 -2.117 1.812
C 1.049 -1.162 2.638
C 2.063 -0.361 2.150
C 2.528 -0.520 0.857
C 1.954 -1.477 0.039
H 2.321 -1.614 -0.968
H 3.351 0.093 0.521
S 2.792 0.893 3.216
O 2.603 0.472 4.573
O 4.116 1.156 2.735
N 1.934 2.305 3.034
C 2.096 3.048 1.811
C 1.089 2.621 0.742
H 1.329 1.609 0.411
H 1.171 3.285 -0.121
C -0.346 2.672 1.288
C -1.306 2.104 0.243
O -2.146 2.776 -0.316
N -1.137 0.784 0.001
H -0.371 0.292 0.432
C -1.818 0.084 -1.058
H -2.715 0.656 -1.304
C -0.920 -0.054 -2.300
C -1.534 -1.013 -3.274
N -1.271 -2.299 -3.070
C -1.810 -3.197 -3.876
C -2.644 -2.867 -4.932
C -2.926 -1.527 -5.146
C -2.364 -0.582 -4.304
H -2.560 0.470 -4.438
H -3.572 -1.223 -5.957
H -3.059 -3.634 -5.567
H -1.556 -4.226 -3.660
H -0.783 0.927 -2.755
H 0.051 -0.442 -1.984
H -2.105 -0.909 -0.702
C -0.470 1.927 2.624
C 0.613 2.383 3.605
H 0.435 3.422 3.902
H 0.621 1.760 4.500
H -0.378 0.852 2.468
H -1.454 2.119 3.055
H -0.624 3.720 1.442
H 1.970 4.111 2.042
H 3.121 2.881 1.476
H 0.739 -1.045 3.664
H -0.313 -2.747 2.194
H -0.174 -2.877 -1.249
H -0.405 -3.930 0.155
H 1.102 -3.984 -0.767